Entry 1:
ORCA calculation (ωB97M-V/def2-TZVPD) on a molecular structure, C12H10LiN2O2Te in a non-equilibrium geometry.

```
28
Properties=species:S:1:pos:R:3:forces:R:3
Li -0.204062 -0.527614 0.447759 1.165 0.469 0.269
O -0.255475 0.401527 -1.139238 5.817 0.736 -3.541
N 1.037175 0.596819 -1.774420 -3.199 -2.010 8.375
N 2.056193 0.369516 -0.533543 -2.122 1.525 -4.806
O 1.628902 0.122546 0.636983 0.391 0.065 -0.661
C 3.338242 1.050046 -0.888163 -3.706 -1.030 -2.314
C 4.263914 1.246851 0.098277 3.022 0.883 -1.372
C 5.497827 1.937931 -0.354045 0.566 -7.461 14.371
C 5.786098 2.254129 -1.493611 7.958 5.159 -10.331
C 4.912715 2.225179 -2.434918 -9.365 -1.824 -8.498
C 3.385425 1.363809 -2.316927 7.696 4.210 4.427
H 4.188450 0.650560 1.016846 0.060 0.902 -0.236
H 6.576148 1.577090 0.305580 -3.453 1.662 -1.132
H 6.980349 2.721280 -2.149778 -3.162 -1.357 3.034
H 5.021332 2.680655 -3.571229 0.045 -1.267 3.223
H 2.575409 1.758024 -2.867561 -0.459 -0.383 -0.846
Te -2.562139 -0.865719 0.480777 -2.576 -0.495 1.627
C -3.856073 -1.847843 2.187521 1.693 0.830 -8.487
C -5.229273 -2.321111 1.585069 9.869 -2.801 11.301
C -5.629292 -2.658183 2.846915 -0.952 -1.475 0.678
C -5.543870 -3.119070 4.388800 8.351 4.876 -6.026
C -3.870594 -3.006568 3.974602 -3.851 -5.931 13.786
C -3.100656 -2.410612 3.196652 5.551 3.789 -1.838
H -5.586246 -1.751257 0.944781 -3.844 4.539 -6.111
H -6.544961 -2.629266 2.968793 -9.896 0.387 -0.716
H -5.778249 -4.103656 4.270972 -0.968 -3.239 0.247
H -3.336303 -3.274971 5.006650 -0.461 -0.353 -1.979
H -1.811826 -2.176423 3.692435 -4.169 -0.405 -2.442
```
Forces are in eV/Å.

Its total charge is -1. Its spin multiplicity is 1. As for the highest occupied orbital energy: -3.9 eV. The HOMO-LUMO gap comes out at 5.677 eV. For the strongest force on any atom, the calculation gives 16.2 eV/A. For the total energy, the calculation gives -998.04755 hartree.

***

Entry 2:
ORCA calculation (ωB97M-V/def2-TZVPD) on 2 unconnected molecules or ions with the total composition C12H10N2O4 in a non-equilibrium geometry.

```
28
Properties=species:S:1:pos:R:3:forces:R:3
C 1.670211 -1.757659 0.782588 0.530 0.058 -0.190
C 0.655798 -1.434815 1.659376 0.087 -0.217 -0.033
C 0.357251 -0.107255 1.898384 -0.828 -0.013 0.350
C 1.127957 0.883837 1.331349 -0.036 -0.406 0.057
C 2.171184 0.583841 0.487899 0.343 0.009 -0.131
C 2.417873 -0.748762 0.193019 0.156 0.246 -0.431
N 0.824667 2.282985 1.609693 0.043 0.262 -0.014
O 1.733465 3.082450 1.505999 -0.055 0.008 -0.041
O -0.316765 2.563436 1.915339 -0.096 0.014 0.139
H 1.912145 -2.787046 0.555390 -0.106 -0.043 0.013
H 0.110061 -2.239562 2.131824 -0.229 0.157 0.052
H -0.522041 0.146576 2.478578 0.239 0.132 0.138
H 2.765020 1.390034 0.079489 -0.004 -0.088 -0.101
H 3.174341 -0.974662 -0.550154 0.040 -0.115 0.189
C -2.601244 0.123863 0.209504 -0.367 0.095 -0.329
C -2.288251 -1.133836 -0.280482 0.555 -0.100 -0.289
C -1.302248 -1.267925 -1.258447 -0.297 -0.331 0.408
C -0.689749 -0.140917 -1.756870 -0.031 -0.084 0.596
C -1.051463 1.121513 -1.334049 -0.090 0.711 -0.113
C -2.018474 1.258499 -0.356902 -0.282 -0.475 0.261
N 0.394935 -0.294088 -2.720496 -0.732 -0.122 -0.736
O 0.772824 -1.424045 -2.954642 0.410 0.002 0.096
O 0.760670 0.703949 -3.303413 0.459 0.098 0.087
H -3.352503 0.253829 0.980238 0.055 -0.098 -0.009
H -2.735421 -2.053651 0.073425 -0.189 0.206 0.233
H -1.013184 -2.255812 -1.585298 0.079 0.090 -0.153
H -0.602465 2.000456 -1.778883 0.102 -0.128 0.007
H -2.354604 2.224764 -0.012447 0.241 0.134 -0.057
```
Forces are in eV/Å.

Its total charge is 0. Its spin multiplicity is 1. As for the highest occupied orbital energy: -9.9 eV. The HOMO-LUMO gap comes out at 9.308 eV. For the strongest force on any atom, the calculation gives 1.0 eV/A. For the total energy, the calculation gives -873.56723 hartree. As for the SMILES: O=[N+]([O-])c1ccccc1.O=[N+]([O-])c1ccccc1.

***

Entry 3:
ORCA calculation (ωB97M-V/def2-TZVPD) on C12H10N4O2S in the gas phase in a non-equilibrium geometry.

```
29
Properties=species:S:1:pos:R:3:forces:R:3
O -0.796551 4.202217 0.160434 -1.141 -2.397 1.021
O 0.641200 1.619497 -1.309506 0.464 0.941 -3.899
N -2.772080 1.065485 1.742293 2.220 0.934 0.106
C -1.362696 3.152841 0.568395 4.309 2.271 -2.422
C -3.336818 2.240868 1.511475 1.873 -3.839 -1.134
C 0.155828 -0.974279 1.281891 1.422 0.843 -4.176
C -1.423724 0.959118 1.360645 -1.100 -2.920 2.434
C -0.722730 1.829560 0.669192 -0.793 1.754 0.575
C 0.857036 -0.386557 0.240185 0.722 -1.657 1.892
C 3.430729 -3.083327 -2.232586 0.871 1.877 0.931
C 4.012596 -1.947329 -1.670770 -2.504 2.269 1.281
C 2.105259 -3.295018 -2.046295 -1.532 1.347 1.762
C 3.172638 -1.012163 -0.847898 0.115 -1.847 -2.678
C 1.260195 -2.452710 -1.245701 3.257 0.303 -0.094
C 1.795002 -1.256526 -0.620981 -0.179 -1.164 -0.524
N -4.670412 2.148662 1.543707 -2.419 2.789 -1.971
N -2.666419 3.247099 0.910259 -1.791 -0.078 1.146
N -0.827722 -0.243308 1.826583 -3.009 0.779 2.026
S 0.886814 1.447907 0.086568 0.685 -0.888 1.179
H 0.173345 -2.067549 1.391350 -0.012 0.609 0.445
H 3.901523 -3.804517 -2.852104 0.993 -0.146 -0.430
H 4.958576 -1.557956 -1.996427 0.512 -0.213 0.264
H 1.849327 -4.167689 -2.572125 -1.655 -1.006 -0.168
H 3.508238 0.001493 -0.737191 0.606 0.139 0.635
H 0.313166 -2.809197 -0.994673 -1.687 -0.125 -0.002
H -5.007908 2.386395 0.550759 -0.047 -0.600 2.373
H -4.955058 1.262609 1.925621 -0.149 -0.135 -0.320
H -3.041877 4.178086 0.852527 -0.176 0.221 -0.066
H -1.437479 -0.683713 2.504374 0.146 -0.059 -0.187
```
Forces are in eV/Å.

Its total charge is 0. Its spin multiplicity is 1. As for the highest occupied orbital energy: -8.2 eV. The HOMO-LUMO gap comes out at 8.279 eV. For the strongest force on any atom, the calculation gives 5.4 eV/A. For the total energy, the calculation gives -1230.88044 hartree.

***

Entry 4:
ORCA calculation (ωB97M-V/def2-TZVPD) on 2 unconnected molecules or ions with the total composition C12H10NPS in a non-equilibrium geometry.

```
25
Properties=species:S:1:pos:R:3:forces:R:3
C 4.477516 -0.096711 -0.673527 1.602 3.477 -4.604
C -3.701504 1.796587 0.746460 1.536 -2.905 -1.409
C 3.362056 0.538504 -1.219950 0.165 0.067 -1.170
C 4.350563 -1.093677 0.154153 -1.750 -1.364 3.221
C -3.537064 1.767958 -0.659369 -1.123 0.691 2.119
C -3.071234 0.786166 1.491490 -0.502 0.558 1.125
C 2.065642 0.132846 -0.900279 -0.203 0.984 -1.545
C 3.091668 -1.415933 0.681768 -0.520 -1.702 0.638
C -2.773764 0.813970 -1.276441 -0.252 0.976 0.396
C -2.372734 -0.239263 0.856681 0.312 0.644 0.126
C 2.033621 -0.786423 0.084357 -1.411 -1.762 1.446
C -2.203960 -0.166415 -0.535772 0.894 -2.272 1.179
N -1.759443 -1.324000 1.476667 -0.303 -0.180 1.820
P -0.610178 -2.309532 0.700000 0.198 0.803 -0.315
S -1.373105 -1.640703 -1.116447 0.077 0.407 -1.249
H 5.504745 0.142287 -1.163889 -1.823 -0.202 1.276
H -4.411784 2.270627 1.335050 -1.114 1.869 0.277
H 3.586074 1.214009 -2.038362 -0.449 0.263 0.069
H 5.221612 -1.332726 0.629567 2.129 -1.820 1.131
H -4.101910 2.423554 -1.280037 -0.155 0.673 -0.282
H -3.233310 0.872207 2.607852 0.435 -0.650 -1.347
H 1.163963 0.420873 -1.522507 1.125 -0.083 1.071
H 2.922638 -2.270218 1.442282 0.465 1.698 -1.231
H -2.672296 1.004832 -2.298831 0.438 -0.663 -1.574
H -1.957812 -1.508824 2.479091 0.232 0.492 -1.165
```
Forces are in eV/Å.

Its total charge is 0. Its spin multiplicity is 1. As for the highest occupied orbital energy (spin up / spin down): -6.6 / -8.0 eV. The HOMO-LUMO gap (spin up / spin down) comes out at 6.769 / 7.816 eV. For the strongest force on any atom, the calculation gives 6.0 eV/A. For the total energy, the calculation gives -1257.44183 hartree.

***

Entry 5:
ORCA calculation (ωB97M-V/def2-TZVPD) on a molecular structure, C12H10O3 in a non-equilibrium geometry.

```
25
Properties=species:S:1:pos:R:3:forces:R:3
C 1.200005 0.672804 0.397808 1.952 -1.149 -1.036
C 1.006678 -0.608101 -0.252363 -0.777 -1.188 -0.307
C 2.554788 0.664657 0.552556 -1.484 2.286 0.807
C 2.197211 -1.215827 -0.444919 -1.051 -0.478 -0.253
C -0.303366 2.382875 -0.905094 -0.338 0.714 0.102
C -1.258250 1.608686 -1.396877 0.662 0.369 0.383
C -2.062390 -0.966244 1.422764 -0.655 -2.340 2.209
C -2.999721 -1.266750 0.240648 3.319 -1.839 1.125
C -0.004597 1.543268 0.303904 -1.043 -1.241 1.274
C -0.379841 -0.828752 -0.739378 -0.373 1.910 2.567
C -1.088139 0.546969 -0.447080 1.432 -0.392 1.264
C -1.657638 -0.686053 0.057182 1.350 0.468 1.043
O 3.176437 -0.425652 0.092345 0.381 -0.369 -0.141
O 3.361023 1.633727 1.043722 0.915 -0.927 -0.420
O 2.587461 -2.364044 -1.087203 0.781 0.582 1.319
H -0.058969 3.384756 -1.151764 0.643 0.637 -0.268
H -1.897284 1.700463 -2.192084 -1.433 0.281 -1.930
H -2.360456 -0.294420 2.184276 -0.309 1.781 -0.185
H -1.805826 -1.825872 2.118630 0.452 0.365 -1.860
H -3.091262 -2.317483 0.116191 -0.323 -0.626 -0.541
H -3.809862 -0.689026 0.181803 -3.060 2.121 -0.632
H -0.289930 1.996408 1.299661 -0.051 -0.509 -1.149
H -0.567534 -1.222553 -1.647838 -0.166 -1.242 -3.061
H 4.239429 1.299075 0.774140 -0.105 0.763 0.450
H 3.312038 -2.722906 -0.521036 -0.719 0.021 -0.760
```
Forces are in eV/Å.

Its total charge is 0. Its spin multiplicity is 1. As for the highest occupied orbital energy: -7.4 eV. The HOMO-LUMO gap comes out at 8.044 eV. For the strongest force on any atom, the calculation gives 4.0 eV/A. For the total energy, the calculation gives -688.77439 hartree.

***

Entry 6:
ORCA calculation (ωB97M-V/def2-TZVPD) on C12H10O3 in the gas phase.

```
25
Properties=species:S:1:pos:R:3:forces:R:3
C 3.355162 -0.993414 0.515900 -0.278 -0.179 -0.157
C 2.274840 -0.117876 -0.063164 0.085 0.039 -0.030
C 2.439674 0.482327 -1.309728 -0.017 0.019 -0.001
C 1.452714 1.298490 -1.837607 -0.052 0.038 0.026
C 0.283376 1.529697 -1.128622 -0.032 -0.035 0.061
C 0.100576 0.938246 0.114523 0.038 0.015 -0.015
C -1.194110 1.135171 0.879391 -0.081 -0.131 -0.164
C -2.129688 0.009265 0.587598 -0.032 -0.192 0.170
C -2.392496 -1.115990 1.249435 0.206 0.359 -0.027
C -3.371291 -1.905122 0.470453 -0.127 -0.381 -0.044
O -3.903378 -2.939265 0.721391 0.150 0.175 -0.017
O -3.624777 -1.222292 -0.713494 -0.050 0.143 0.201
C -2.949060 -0.021920 -0.660973 -0.020 -0.059 -0.242
O -3.055209 0.808195 -1.504480 0.036 0.078 -0.026
C 1.097059 0.117916 0.633514 -0.025 0.054 -0.012
H 3.844603 -1.557170 -0.277809 0.127 0.055 0.020
H 4.105096 -0.409345 1.047336 0.045 0.014 0.022
H 2.922935 -1.721304 1.202567 0.071 0.051 0.104
H 3.349862 0.304953 -1.869236 0.016 -0.011 -0.012
H 1.575227 1.763817 -2.806664 0.095 -0.039 -0.021
H -0.492357 2.156567 -1.549184 -0.030 -0.002 0.013
H -1.666131 2.061862 0.554219 -0.001 0.066 0.087
H -1.007486 1.179087 1.950849 0.021 0.054 0.033
H -1.970494 -1.436211 2.188729 -0.136 -0.118 0.029
H 0.955355 -0.345685 1.605058 -0.010 -0.012 0.001
```
Forces are in eV/Å.

Its total charge is 0. Its spin multiplicity is 1. As for the highest occupied orbital energy: -9.4 eV. The HOMO-LUMO gap comes out at 8.571 eV. For the strongest force on any atom, the calculation gives 0.4 eV/A. For the total energy, the calculation gives -689.01685 hartree. As for the SMILES: Cc1cccc(CC2=CC(=O)OC2=O)c1.

***

Question: spin multiplicity of number 6 (C12H10O3)?
Answer: 1